{"formula": "C42H108N4O14", "method": "ωB97M-V with the def2-TZVPD basis set", "species": ["O", "O", "O", "O", "O", "O", "O", "O", "O", "O", "O", "O", "O", "O", "N", "N", "N", "N", "C", "C", "C", "C", "C", "C", "C", "C", "C", "C", "C", "C", "C", "C", "C", "C", "C", "C", "C", "C", "C", "C", "C", "C", "C", "C", "C", "C", "C", "C", "C", "C", "C", "C", "C", "C", "C", "C", "C", "C", "C", "C", "H", "H", "H", "H", "H", "H", "H", "H", "H", "H", "H", "H", "H", "H", "H", "H", "H", "H", "H", "H", "H", "H", "H", "H", "H", "H", "H", "H", "H", "H", "H", "H", "H", "H", "H", "H", "H", "H", "H", "H", "H", "H", "H", "H", "H", "H", "H", "H", "H", "H", "H", "H", "H", "H", "H", "H", "H", "H", "H", "H", "H", "H", "H", "H", "H", "H", "H", "H", "H", "H", "H", "H", "H", "H", "H", "H", "H", "H", "H", "H", "H", "H", "H", "H", "H", "H", "H", "H", "H", "H", "H", "H", "H", "H", "H", "H", "H", "H", "H", "H", "H", "H", "H", "H", "H", "H", "H", "H"], "xyz": [[-7.998800, 2.966408, -13.036775], [-3.898932, 2.609662, -9.439846], [-7.127695, 8.503399, -7.674632], [-7.038382, 11.341371, -8.132106], [-12.521104, 2.647475, -10.921771], [-6.726940, 6.558293, -16.304392], [-6.416520, 4.257116, -14.734917], [-16.631016, 7.079255, -7.019714], [-7.804528, 5.797877, -7.625545], [-9.984220, 4.688989, -9.601270], [-14.779778, 13.022806, -13.050831], [-8.771645, 11.696400, -12.619563], [-2.346278, 8.948324, -10.363920], [-9.866944, 2.011192, -11.050678], [-8.366040, 12.312918, -13.812255], [-9.722046, 6.055468, -9.797128], [-2.574389, 8.871491, -11.741811], [-14.797918, 11.731125, -12.454403], [-8.254541, 11.419520, -14.987815], [-3.926188, 8.389159, -12.047571], [-11.055184, 6.806695, -7.825841], [-8.072242, 14.396535, -12.492312], [-4.167218, 8.369376, -13.558146], [-16.174377, 9.806520, -11.665056], [-0.458352, 10.144227, -12.274774], [-15.021069, 8.861730, -11.961377], [-5.079591, 3.375790, -9.436921], [-3.677003, 9.575286, -14.326415], [-16.164250, 11.161263, -12.423365], [-2.563224, 11.389210, -12.106482], [-9.679828, 10.846548, -15.205242], [-9.994536, 8.676808, -11.024400], [-13.448808, 10.605619, -14.244148], [-13.606937, 10.948792, -12.742059], [-12.193974, 6.573244, -10.003987], [-10.850664, 6.930954, -9.345729], [-15.974628, 7.384237, -8.233534], [-5.031552, 9.209642, -11.374796], [-7.528998, 5.769336, -10.787282], [-10.540894, 8.425302, -9.628161], [-7.399010, 13.434266, -13.494488], [-8.757054, 7.847944, -11.185265], [-5.316467, 4.657116, -13.939617], [-7.266469, 10.237493, -14.876765], [-4.001602, 6.914123, -11.529313], [-6.800881, 13.304694, -15.972099], [-7.596517, 11.177461, -9.405123], [-16.865036, 10.980252, -13.770669], [-8.148044, 6.496718, -16.289999], [-9.568407, 5.721151, -12.310145], [-13.666031, 9.611206, -11.986521], [-8.962482, 6.304977, -11.013990], [-7.910120, 12.320754, -16.214220], [-12.381714, 11.746577, -12.203986], [-7.021202, 14.209977, -14.776843], [-2.207224, 9.756403, -13.982905], [-6.075913, 12.882994, -12.927385], [-17.056127, 12.088700, -11.530099], [-1.965810, 10.018975, -12.457994], [-12.620797, 3.206102, -12.217878], [-12.951443, 8.969119, -12.508178], [-3.737588, 6.727078, -10.489479], [-9.920420, 8.888403, -8.860267], [-3.724249, 7.459201, -13.968686], [-7.746492, 14.983039, -15.037241], [-1.715851, 10.500188, -14.615591], [-6.242694, 12.215188, -12.077004], [-10.642015, 8.288150, -11.815077], [-5.827565, 2.833113, -10.016535], [-12.560447, 12.223913, -11.242725], [-5.973450, 8.657000, -11.435504], [-10.223312, 7.314004, -7.333044], [-5.023625, 6.576583, -11.697887], [-9.798378, 9.731921, -11.216650], [-3.796051, 9.368942, -15.390755], [-5.460553, 3.472593, -8.417779], [-8.414739, 5.447046, -16.154435], [-12.467516, 5.522883, -9.855877], [-7.278551, 9.530519, -15.707444], [-16.430214, 12.473032, -10.723645], [-9.727734, 11.789750, -12.675442], [-8.846967, 12.692650, -16.630533], [-8.009856, 6.734820, -7.529568], [0.074365, 9.270379, -12.661609], [-16.270637, 8.381900, -8.556797], [-2.257140, 12.236397, -12.719553], [-7.572705, 15.364080, -12.438732], [-4.364309, 4.401329, -14.405483], [-11.710001, 3.763826, -12.435717], [-11.051616, 5.800019, -7.408268], [-3.342543, 6.327365, -12.171679], [-7.927653, 8.133157, -10.534227], [-4.223539, 10.485996, -14.078438], [0.013964, 10.920085, -12.877009], [-7.377701, 12.039140, -10.042222], [-11.517629, 11.082328, -12.253933], [-6.666036, 13.893173, -16.881416], [-14.307318, 10.161927, -14.741944], [-17.945419, 10.893544, -13.670633], [-8.216994, 5.569027, -8.467490], [-0.238658, 10.232928, -11.210806], [-5.878395, 12.734069, -15.844131], [-6.281350, 8.667228, -7.252504], [-8.552643, 7.214482, -15.575309], [-6.224583, 10.550061, -14.793845], [-8.684171, 11.122643, -9.363232], [-10.466592, 11.591613, -15.077840], [-6.055129, 14.702868, -14.654085], [-14.082828, 13.460968, -12.553181], [-13.484063, 3.871574, -12.180785], [-4.921886, 9.372168, -10.302281], [-15.977213, 6.868366, -6.351567], [-10.443835, 6.283599, -12.640768], [-13.212813, 11.549643, -14.744329], [-9.703123, 10.343715, -16.173251], [-6.278921, 11.923923, -8.198794], [-12.175108, 12.514432, -12.954922], [-12.122703, 6.594272, -11.095697], [-1.776072, 8.197354, -10.174696], [-9.094242, 14.659701, -12.769821], [-7.589229, 2.182564, -12.662855], [-13.161283, 9.698834, -11.020977], [-12.519079, 10.058047, -14.410246], [-7.376732, 9.353249, -8.056531], [-17.912766, 11.548450, -11.127485], [-15.965973, 6.653102, -9.044395], [-8.889658, 2.970080, -12.670063], [-6.961231, 6.337390, -10.053120], [-8.085504, 13.868924, -11.538779], [-5.368708, 4.461242, -12.867629], [-4.879254, 4.359839, -9.863114], [-15.114076, 8.377422, -12.936268], [-17.098452, 9.258632, -11.859143], [-6.347369, 5.801328, -15.840060], [-13.287233, 2.935083, -10.423026], [-16.474784, 10.090257, -14.269782], [-10.856757, 4.581780, -10.001663], [-5.605162, 12.237457, -13.668579], [-7.558220, 11.558700, -16.914497], [-16.602691, 11.803537, -14.437219], [-13.086183, 7.128075, -9.716900], [-7.488981, 4.702502, -10.559916], [-2.386637, 11.602654, -11.049442], [-9.991252, 10.078590, -14.491102], [-9.637961, 1.089583, -10.907067], [-10.794364, 2.076212, -10.776885], [-7.163952, 10.350986, -9.975382], [-8.314650, 7.975580, -12.177761], [-9.780776, 4.682272, -12.061112], [-14.905430, 7.449475, -8.005062], [-11.951356, 7.317929, -7.471408], [-12.738010, 2.493351, -13.035040], [-7.105010, 3.799311, -14.225278], [-15.043960, 8.034377, -11.250440], [-7.496311, 9.674123, -13.969625], [-5.226896, 8.237587, -13.793655], [-16.215947, 10.030742, -10.597040], [-5.388848, 13.629226, -12.527413], [-1.579697, 8.897763, -14.239995], [-5.254016, 10.129943, -11.916425], [-17.454853, 12.975636, -12.024809], [-5.279961, 5.752415, -13.920903], [-3.206671, 3.272765, -9.385638], [-8.541277, 6.731677, -17.281448], [-8.907689, 5.782268, -13.175506], [-3.654123, 11.404702, -12.147851], [-7.014624, 5.804959, -11.751227], [-11.474837, 8.994191, -9.616590]], "forces_ev_per_angstrom": [[0.0146, -0.1092, -0.0804], [0.7004, 0.0475, -0.1142], [-0.2573, -0.0119, -0.2293], [0.0582, -0.0346, 0.6880], [0.1175, -0.5018, 0.3033], [0.1350, 0.8253, -0.3606], [0.4246, -0.1229, -0.2268], [-0.6521, -0.4479, -0.2774], [0.0755, -0.3774, 0.2518], [-0.4356, 0.3304, -0.1235], [-0.0472, -0.4994, -0.4443], [0.1029, -0.6495, 0.0401], [-0.2328, 0.3475, 0.5665], [0.0660, -0.1281, -0.1540], [0.6412, 1.9726, -0.8192], [-0.3297, 1.3693, 0.8265], [1.3519, 0.0104, -1.4443], [-0.6415, -0.5400, 1.3496], [-0.5483, 0.2274, 0.3348], [-0.2118, -0.2218, 1.1843], [0.8802, 0.1696, 0.5162], [-0.0028, -0.5803, -0.1968], [-0.5034, -0.4354, -0.2958], [0.3606, -0.0166, 0.1444], [0.3805, -1.2283, 0.2802], [0.6808, 0.7590, -0.3590], [-0.5503, -0.1481, 0.2335], [0.9637, -0.3659, 0.1329], [-1.0003, 0.3096, 0.7139], [-1.1172, 0.0083, 1.0322], [0.2110, -0.4539, 0.2318], [0.5598, -0.8241, 0.0293], [1.1503, 1.5550, -0.0064], [-0.5232, -0.7224, -0.2188], [0.0289, -1.0808, -1.3272], [-0.5116, 0.2007, 0.3939], [1.7438, 0.6372, 0.6410], [-0.9552, -0.2114, -0.0758], [-0.1657, -0.7001, -1.0784], [-0.8156, 0.2606, -0.8381], [0.1886, -0.1559, -0.3942], [1.1621, -0.6791, -0.3261], [-0.0858, 1.4916, 0.0071], [0.1865, 0.1722, 0.6854], [-0.1272, 0.4899, -0.9218], [-0.1124, -0.1299, -0.3542], [0.0917, 0.8911, -1.5702], [1.0343, 0.0052, -0.6417], [0.8642, -0.6916, -0.5547], [0.0277, 0.1632, 0.5397], [0.4191, -0.8650, 0.3522], [0.9240, 1.2019, -0.4592], [-0.3812, -1.7961, 0.3654], [-0.4261, -0.2387, -1.7866], [-0.0680, -0.3000, -0.4452], [0.6947, -0.0135, 0.2102], [-0.3867, -0.7530, 0.6750], [0.5871, 0.3919, -0.3046], [-0.6185, 0.8698, -1.8388], [-0.2054, 0.8080, -0.2800], [0.0000, -0.0853, -0.1119], [-0.0408, 0.4358, 0.0640], [0.3335, -0.3133, -0.0353], [0.3918, 0.1485, -0.0913], [-0.2325, -0.0841, 0.1833], [-0.2681, 0.6461, 0.4034], [-0.3606, -0.0154, 0.0215], [-0.6216, 0.4006, 0.1794], [-0.0498, 0.2177, -0.1227], [0.0788, -0.3891, 0.1540], [0.0390, -0.2146, -0.1839], [0.0462, -0.0608, 0.0648], [0.0466, -0.1514, 0.1241], [-0.0118, 0.0075, 0.0356], [-0.0941, 0.1750, -0.0502], [-0.1148, 0.2587, -0.0299], [-0.5130, 0.1722, 0.6368], [0.0423, -0.0940, 0.5070], [-0.3931, 0.1452, -0.1619], [-0.1135, -0.2121, 0.2134], [-0.0822, 0.0106, 0.3050], [0.1379, 0.5749, 0.1448], [0.2943, 0.0594, -0.0449], [-0.2635, -0.4225, 0.2947], [-0.2484, -0.1874, -0.3207], [0.5062, -0.2290, -0.0609], [0.4739, -0.2377, 0.1855], [-0.0571, -0.6689, 0.2083], [-0.0998, 0.1849, 0.0376], [-0.1006, -0.1693, -0.4445], [0.0687, -0.1554, 0.1352], [-0.3611, 0.2347, 0.4582], [-0.0709, -0.0423, -0.0114], [-0.5427, 0.5795, 0.3220], [-0.1421, 0.1456, 0.0502], [0.0163, -0.0578, 0.5432], [0.1202, 0.1281, 0.0529], [0.0435, -0.2092, 0.2938], [0.0379, 0.0333, 0.0691], [-0.1314, 0.0674, 0.2409], [0.2807, 0.2773, -0.0943], [0.0934, 0.0204, 0.0577], [0.0479, 0.0054, 0.0610], [-0.2423, -0.3046, 0.2482], [-0.0827, 0.2078, 0.0052], [0.0355, -0.2945, 0.2468], [0.2108, 0.3679, -0.5787], [-0.1594, 0.2803, 0.5425], [-0.1807, 0.2806, 0.1086], [0.1444, 0.2099, -0.6187], [0.5294, 0.2305, -0.0794], [-0.0040, -0.0604, -0.0584], [-0.3543, -0.2643, 0.3141], [-0.4602, 0.0934, -0.2704], [-0.2658, 0.2540, -0.1622], [0.0524, -0.0690, 0.0386], [0.1279, 0.2837, 0.1580], [0.0168, 0.4797, -0.0969], [0.0603, -0.0072, -0.0138], [-0.0881, -0.3873, -0.1845], [0.0483, -0.0514, 0.0331], [-0.6701, 0.2551, 0.4249], [-0.2458, -0.5315, 0.0651], [0.2001, -0.0073, 0.3341], [0.0902, -0.1500, 0.0061], [-0.9713, -0.2489, 0.1463], [-0.0702, -0.1201, 0.2493], [-0.1860, -0.0170, 0.1034], [-0.0965, 0.4701, 0.2389], [-0.0598, -0.9114, -0.1403], [-0.4028, 0.0710, -0.0629], [-0.3262, 0.1483, -0.1427], [-0.2191, 0.3434, -0.2160], [-0.6011, -0.1987, 0.0487], [0.0516, -0.2113, 0.1755], [-0.2119, -0.1672, -0.0121], [-0.0392, -0.6688, -0.0979], [0.3065, 0.3396, -0.0848], [-0.0253, 0.2641, -0.4439], [-0.2985, 0.1871, 0.0691], [0.3475, 0.3738, 0.2834], [-0.3116, 0.0139, 0.3443], [0.3844, 0.1733, -0.0282], [0.5792, -0.1773, 0.2378], [0.0745, -0.0672, 0.0158], [-0.0488, 0.1097, 0.0588], [-0.1959, -0.3832, 0.2738], [-0.1442, -0.0206, -0.2004], [-0.3267, -0.0389, -0.4621], [0.1606, 0.3164, -0.1526], [-0.1718, 0.0186, -0.3420], [-0.1755, -0.3831, 0.3590], [0.1969, 0.0494, 0.2913], [0.2818, 0.0809, 0.1658], [0.0137, -0.0484, 0.0632], [-0.2092, -0.0253, 0.4716], [0.3215, -0.0172, 0.0910], [-0.0007, 0.2720, -0.4555], [-0.5338, -0.5693, 0.0617], [0.2628, 0.1977, 0.2107], [0.1437, -0.1194, -0.3779], [-0.1463, 0.1882, -0.2059], [0.3799, -0.4113, 0.0758], [0.1745, 0.3300, -0.0625], [0.4038, -0.1924, 0.2796], [-0.0046, -0.2275, -0.2621], [0.0972, 0.3134, -0.0322], [-0.2656, -0.2616, 0.5401]], "lowdin_charge": [-0.036, -0.117, -0.043, -0.104, -0.134, -0.143, -0.142, -0.107, -0.076, 0.000, -0.003, -0.032, -0.013, -0.048, -0.095, -0.109, -0.098, -0.107, -0.473, -0.470, -0.024, -0.029, -0.142, -0.146, -0.047, -0.155, -0.168, -0.172, -0.483, -0.033, -0.041, -0.175, -0.013, -0.496, -0.029, -0.447, -0.172, -0.021, -0.031, -0.113, -0.463, -0.137, -0.148, -0.017, -0.020, -0.189, -0.163, -0.035, -0.159, -0.006, -0.132, -0.455, -0.130, -0.013, -0.138, -0.138, -0.035, -0.042, -0.491, -0.126, 0.100, 0.079, 0.112, 0.114, 0.120, 0.118, 0.057, 0.097, 0.072, 0.100, 0.061, 0.074, 0.044, 0.090, 0.122, 0.084, 0.075, 0.070, 0.085, 0.083, 0.059, 0.119, -0.017, 0.082, 0.073, 0.091, 0.085, 0.090, 0.059, 0.089, 0.085, 0.090, 0.077, 0.087, 0.067, 0.059, 0.116, 0.076, 0.086, -0.015, 0.080, 0.108, 0.058, 0.060, 0.049, 0.089, 0.077, 0.119, 0.087, 0.088, 0.088, 0.073, 0.075, 0.078, 0.091, 0.094, 0.080, 0.074, 0.106, 0.083, 0.067, 0.101, 0.069, -0.005, 0.080, 0.072, 0.016, 0.082, 0.063, 0.071, 0.064, 0.109, 0.123, 0.023, 0.092, 0.068, 0.058, 0.054, 0.118, 0.084, 0.070, 0.082, 0.086, 0.066, 0.055, 0.007, 0.061, 0.115, 0.045, 0.062, 0.080, 0.088, 0.025, 0.091, 0.073, 0.112, 0.105, 0.094, 0.117, 0.058, 0.077, 0.045, 0.068, 0.072, 0.081, 0.041, 0.066, 0.107], "multiplicity": 1, "charge": 0, "orbital_gap_ev": 8.34, "total_energy_ev": -79923.2015}